Molecular formula: C6H14N2O2
Method: DFT, wB97M-V/def2-TZVPD

Values from the calculation:
* energy above the lowest of the compared OMol25 structures with the same formula, charge and spin: 269.02 kJ/mol
* structure (SMILES): CNC(C)=O.CNC(C)=O
* calculated total energy: -13522.836 eV
* gap between HOMO and LUMO: 10.0 eV
* LUMO level: 0.79 eV

The geometry in ORCA input format:
```
! wB97M-V def2-TZVPD RIJCOSX def2/J DEFGRID3
* xyz 0 1
O -2.193 0.370 0.330
O 2.155 -0.141 0.061
N -1.002 -1.459 0.958
N 0.771 1.577 -0.225
C 2.009 0.706 -2.181
C -1.954 -1.339 -1.383
C -0.704 -1.168 2.377
C 0.580 1.758 1.221
C -1.696 -0.719 0.027
C 1.721 0.674 -0.790
H 1.698 2.035 1.461
H -1.339 -0.412 2.721
H 0.314 2.242 -0.755
H -2.927 -1.628 -1.640
H -1.403 -2.227 -1.632
H -0.925 -2.066 2.948
H -1.542 -0.709 -2.253
H -0.390 -2.297 0.725
H 0.067 2.806 1.516
H 0.108 1.011 1.832
H 1.110 0.802 -2.936
H 2.411 -0.405 -2.323
H 2.837 1.365 -2.627
H 0.292 -0.776 2.566
*
```



Molecular formula: C6H14N2O2
Method: DFT, wB97M-V/def2-TZVPD

Values from the calculation:
* energy above the lowest of the compared OMol25 structures with the same formula, charge and spin: 125.63 kJ/mol
* structure (SMILES): CNC(C)=O.CNC(C)=O
* calculated total energy: -13524.322 eV
* gap between HOMO and LUMO: 9.6 eV
* LUMO level: 0.52 eV

The geometry in ORCA input format:
```
! wB97M-V def2-TZVPD RIJCOSX def2/J DEFGRID3
* xyz 0 1
O 3.115 -1.096 -0.830
O -1.153 0.640 1.396
N -1.946 0.919 -0.752
N 1.441 -0.289 0.475
C -3.392 0.046 0.977
C 2.295 0.671 1.116
C 1.075 -2.264 -0.890
C -0.834 1.654 -1.394
C -2.051 0.584 0.559
C 1.941 -1.114 -0.498
H 3.350 0.437 1.065
H 0.313 -2.540 -0.162
H 0.703 -2.152 -1.914
H 0.451 -0.051 0.423
H 1.623 -3.217 -0.828
H -4.118 0.859 1.076
H -0.938 1.335 -2.431
H -3.661 -0.697 0.201
H -2.683 0.810 -1.422
H 2.033 0.734 2.169
H -1.018 2.736 -1.317
H 0.113 1.618 -0.869
H 2.247 1.644 0.574
H -3.475 -0.546 1.884
*
```



Molecular formula: C6H14N2O2
Method: DFT, wB97M-V/def2-TZVPD

Values from the calculation:
* energy above the lowest of the compared OMol25 structures with the same formula, charge and spin: 82.74 kJ/mol
* structure (SMILES): CNC(C)=O.CNC(C)=O
* calculated total energy: -13524.767 eV
* gap between HOMO and LUMO: 10.4 eV
* LUMO level: 0.54 eV

The geometry in ORCA input format:
```
! wB97M-V def2-TZVPD RIJCOSX def2/J DEFGRID3
* xyz 0 1
O -2.828 -0.878 -0.837
O 1.328 2.008 2.366
N 0.906 0.085 1.213
N -0.646 -1.106 -1.326
C -0.729 -2.533 -1.098
C -1.614 1.089 -1.534
C 2.492 1.691 0.321
C -1.795 -0.368 -1.189
C -0.079 -0.337 2.213
C 1.508 1.273 1.413
H -0.576 1.426 -1.547
H 3.240 0.925 0.099
H 0.225 -0.631 -1.522
H -2.107 1.715 -0.789
H 0.449 -0.786 3.059
H -2.021 1.330 -2.511
H 2.072 1.980 -0.642
H 3.056 2.526 0.728
H -1.311 -3.016 -1.884
H 0.697 -0.118 0.257
H -1.273 -2.812 -0.196
H 0.281 -2.934 -1.067
H -0.520 0.542 2.678
H -0.757 -1.071 1.794
*
```



Molecular formula: C6H14N2O2
Method: DFT, wB97M-V/def2-TZVPD

Values from the calculation:
* energy above the lowest of the compared OMol25 structures with the same formula, charge and spin: 96.56 kJ/mol
* structure (SMILES): CNC(C)=O.CNC(C)=O
* calculated total energy: -13524.624 eV
* gap between HOMO and LUMO: 9.7 eV
* LUMO level: 0.58 eV

The geometry in ORCA input format:
```
! wB97M-V def2-TZVPD RIJCOSX def2/J DEFGRID3
* xyz 0 1
O -0.063 2.625 -2.730
O 0.696 -1.219 -0.008
N -0.115 1.668 -0.703
N -0.087 -1.952 1.930
C -1.579 -1.874 -0.037
C -0.231 -1.750 0.588
C 0.311 1.721 -2.009
C -0.823 2.741 -0.017
C 1.084 -1.400 2.543
C 1.178 0.549 -2.377
H -1.487 -1.639 -1.089
H -2.048 -2.859 -0.037
H 2.201 0.914 -2.514
H -0.122 3.137 0.721
H 0.339 0.943 -0.169
H -1.768 2.377 0.365
H 1.992 -1.996 2.475
H -2.250 -1.121 0.376
H -0.694 -2.585 2.418
H 1.322 -0.184 -1.570
H 1.291 -0.407 2.166
H 0.910 -1.307 3.620
H 0.763 0.039 -3.244
H -0.820 3.580 -0.700
*
```



Molecular formula: C6H14N2O2
Method: DFT, wB97M-V/def2-TZVPD

Values from the calculation:
* energy above the lowest of the compared OMol25 structures with the same formula, charge and spin: 321.14 kJ/mol
* structure (SMILES): CNC(C)=O.CNC(C)=O
* calculated total energy: -13522.296 eV
* gap between HOMO and LUMO: 10.3 eV
* LUMO level: 0.58 eV

The geometry in ORCA input format:
```
! wB97M-V def2-TZVPD RIJCOSX def2/J DEFGRID3
* xyz 0 1
O 3.171 0.014 0.443
O -2.844 -0.429 -0.588
N -1.563 1.292 0.141
N 1.422 -0.461 -0.822
C 1.551 -1.361 1.469
C 2.259 -0.391 -1.975
C -1.525 1.977 -1.268
C -2.352 -0.203 1.769
C -2.329 0.235 0.297
C 2.157 -0.575 0.424
H -2.494 2.398 -1.283
H 0.740 -1.284 -0.852
H -3.345 -0.682 2.097
H -1.036 1.142 -2.053
H -0.949 2.901 -1.208
H 0.918 -2.185 1.127
H -0.825 1.656 0.719
H -1.984 0.628 2.401
H 2.262 -1.491 2.272
H 3.375 -0.910 -1.926
H 0.988 -0.740 2.176
H 1.785 -0.994 -2.669
H 2.352 0.489 -2.609
H -1.735 -1.025 1.917
*
```



Molecular formula: C6H14N2O2
Method: DFT, wB97M-V/def2-TZVPD

Values from the calculation:
* energy above the lowest of the compared OMol25 structures with the same formula, charge and spin: 211.93 kJ/mol
* calculated total energy: -13523.428 eV
* gap between HOMO and LUMO: 8.7 eV
* LUMO level: 0.33 eV

The geometry in ORCA input format:
```
! wB97M-V def2-TZVPD RIJCOSX def2/J DEFGRID3
* xyz 0 1
O -3.291 0.698 1.012
O 0.806 0.534 -0.445
N -1.029 0.895 0.800
N 1.804 -0.908 -1.862
C -2.228 0.464 0.410
C -0.954 1.737 1.993
C 1.050 -2.105 -1.447
C -0.490 -2.062 -1.869
C 0.452 1.743 2.460
C 1.702 0.266 -1.212
H 2.699 -1.055 -2.335
H 2.488 1.033 -1.417
H -0.953 -1.156 -1.441
H -0.191 0.830 0.217
H 1.549 -3.019 -1.821
H -1.342 2.731 1.697
H 1.018 -2.167 -0.342
H -2.210 0.012 -0.611
H 0.694 0.772 2.925
H -0.951 -2.947 -1.400
H 0.536 2.531 3.227
H -1.646 1.316 2.747
H 1.188 1.946 1.665
H -0.700 -2.087 -2.951
*
```



Molecular formula: C6H14N2O2
Method: DFT, wB97M-V/def2-TZVPD

Values from the calculation:
* energy above the lowest of the compared OMol25 structures with the same formula, charge and spin: 254.76 kJ/mol
* calculated total energy: -13514.120 eV
* gap between HOMO and LUMO (spin up / spin down): 9.6 / 4.6 eV
* LUMO level (spin up / spin down): -3.64 / -8.64 eV

The geometry in ORCA input format:
```
! wB97M-V def2-TZVPD RIJCOSX def2/J DEFGRID3
* xyz 1 2
O -0.465 0.961 0.544
O 1.077 -1.360 -0.826
N 1.518 0.764 -1.554
N -1.610 -0.773 1.508
C -0.468 -1.230 2.274
C 0.683 0.612 -2.713
C -2.750 0.686 -0.159
C -1.536 0.401 0.692
C 1.454 -0.212 -0.545
C 2.226 0.047 0.721
H 0.513 -0.547 2.062
H 2.275 1.244 0.865
H -0.745 -1.202 3.304
H 3.279 -0.320 0.537
H 0.170 -0.305 -2.655
H -2.613 0.080 -1.071
H -2.622 -0.932 1.595
H 1.868 -0.265 1.689
H 1.404 1.724 -1.137
H -2.680 1.772 -0.379
H 1.505 0.563 -3.557
H -0.313 -2.254 2.196
H -3.778 0.504 0.277
H -0.176 1.360 -2.776
*
```



Molecular formula: C6H14N2O2S
Method: DFT, wB97M-V/def2-TZVPD

Values from the calculation:
* energy above the lowest of the compared OMol25 structures with the same formula, charge and spin: 196.88 kJ/mol
* structure (SMILES): CCN(CC(=O)O)S[C@@H](C)N
* calculated total energy: -24357.386 eV
* gap between HOMO and LUMO: 9.5 eV
* LUMO level: 0.62 eV

The geometry in ORCA input format:
```
! wB97M-V def2-TZVPD RIJCOSX def2/J DEFGRID3
* xyz 0 1
S 0.761 -0.182 -1.400
O -3.820 0.751 0.254
O -1.872 0.807 1.210
N 0.614 2.305 0.018
N -0.625 -0.566 -0.478
C -1.856 -0.005 -0.973
C -2.655 0.481 0.250
C 0.167 -2.480 1.097
C -0.629 -2.030 -0.211
C 2.964 1.609 -0.309
C 1.583 1.223 0.014
H -1.636 -2.317 -0.080
H 1.503 0.453 0.861
H 0.052 2.486 -0.840
H -0.095 2.181 0.757
H -1.669 0.706 -1.649
H 1.030 -1.876 1.142
H -0.132 -2.420 -1.167
H -1.040 0.364 1.148
H 3.019 2.748 -0.084
H 3.686 1.203 0.317
H -0.431 -2.498 2.064
H -2.441 -0.786 -1.492
H 0.420 -3.507 0.850
H 3.102 1.352 -1.299
*
```



Molecular formula: C6H14N2Si
Method: DFT, wB97M-V/def2-TZVPD

Values from the calculation:
* energy above the lowest of the compared OMol25 structures with the same formula, charge and spin: 373.21 kJ/mol
* structure (SMILES): C[Si](C)(C)N1CCC=N1
* calculated total energy: -17305.048 eV
* gap between HOMO and LUMO: 8.3 eV
* LUMO level: 0.92 eV

The geometry in ORCA input format:
```
! wB97M-V def2-TZVPD RIJCOSX def2/J DEFGRID3
* xyz 0 1
Si 0.064 1.249 -0.115
N 0.255 -0.852 0.136
N 1.033 -1.453 -0.747
C -0.278 -3.138 0.207
C -1.051 1.837 1.269
C 0.803 -2.694 -0.769
C 1.779 2.030 0.132
C -0.549 -1.764 0.941
C -0.745 1.678 -1.715
H 0.096 -3.879 0.910
H 1.377 -3.354 -1.400
H 1.782 2.946 -0.413
H -1.402 0.978 1.689
H -0.499 2.280 2.138
H -1.186 -3.418 -0.443
H -1.628 -1.614 0.897
H -0.793 0.692 -2.153
H 2.382 1.345 -0.377
H -1.749 2.225 -1.885
H -0.040 2.209 -2.274
H -0.177 -1.920 1.998
H -1.846 2.579 0.912
H 2.369 2.035 1.062
*
```



Molecular formula: C6H14N3O
Method: DFT, wB97M-V/def2-TZVPD

Values from the calculation:
* energy above the lowest of the compared OMol25 structures with the same formula, charge and spin: 220.25 kJ/mol
* structure (SMILES): [H]/N=C(\N[NH3+])[C@]1(C)CCCO1
* calculated total energy: -12957.440 eV
* gap between HOMO and LUMO: 9.3 eV
* LUMO level: -4.04 eV

The geometry in ORCA input format:
```
! wB97M-V def2-TZVPD RIJCOSX def2/J DEFGRID3
* xyz 1 1
O 0.680 -1.109 0.535
N -1.532 1.657 -0.229
N -3.056 -0.844 -0.194
N -1.604 -0.731 -0.497
C 1.274 0.785 -0.798
C 0.354 0.369 0.367
C 1.879 -1.505 -0.119
C 2.461 -0.250 -0.713
C 0.443 1.264 1.611
C -1.082 0.484 -0.067
H 3.303 0.080 -0.069
H 2.418 -2.107 0.714
H -3.527 -1.665 -0.596
H 0.909 0.822 -1.803
H -2.432 1.743 -0.641
H -3.193 -0.647 0.771
H -0.372 2.011 1.523
H 1.445 1.627 1.724
H 1.604 1.842 -0.643
H -1.065 -1.483 0.021
H 0.056 0.473 2.397
H 1.586 -2.230 -0.945
H -3.428 -0.017 -0.700
H 2.877 -0.570 -1.649
*
```



Molecular formula: C6H14N3W
Method: DFT, wB97M-V/def2-TZVPD

Values from the calculation:
* energy above the lowest of the compared OMol25 structures with the same formula, charge and spin: 78.44 kJ/mol
* calculated total energy: -12734.938 eV
* gap between HOMO and LUMO (spin up / spin down): 6.2 / 7.9 eV
* LUMO level (spin up / spin down): -3.57 / -3.51 eV

The geometry in ORCA input format:
```
! wB97M-V def2-TZVPD RIJCOSX def2/J DEFGRID3
* xyz 1 3
W 0.138 -0.039 0.171
N 1.302 -1.536 6.056
N 1.167 -1.533 -0.948
N 0.518 -0.589 2.081
C 1.070 -1.243 4.753
C -1.300 1.520 0.197
C 1.192 0.298 2.887
C 0.102 -1.796 2.604
C 1.454 0.014 4.218
C 0.390 -2.158 3.911
H 0.743 -1.751 -1.864
H 1.044 -2.432 6.455
H 1.929 0.751 4.869
H -0.518 2.153 0.640
H -1.535 -0.130 -0.335
H 0.066 -3.120 4.312
H -2.119 1.408 0.910
H -0.472 -2.438 1.931
H -1.638 1.964 -0.741
H 1.091 0.947 -0.873
H 1.497 1.236 2.410
H 1.781 -0.886 6.671
H 2.152 -1.344 -1.150
H 1.160 -2.416 -0.436
*
```



Question: What is the energy above the lowest of the compared OMol25 structures with the same formula, charge and spin in the fourth record?
Answer: 96.56 kJ/mol